[1]
62
Properties=species:S:1:pos:R:3 method="wB97M-V/def2-TZVPD" orbital_gap_ev=5.654 total_energy_ha=-1488.154445 lumo_energy_ha=-0.1929 total_charge=+1
C 1.6799 1.1845 0.2751
C 3.2074 1.1374 0.4276
C 3.7962 0.0312 1.0466
C 5.1904 -0.1051 1.1167
C 6.0054 0.8916 0.5812
C 5.4351 2.0471 0.0521
C 4.0376 2.1900 0.0227
C 1.0943 2.4478 -0.3838
C 0.0119 2.9207 0.3810
C -0.6692 4.0817 0.0348
C -0.2398 4.8047 -1.0826
C 0.8621 4.3538 -1.8251
C 1.5140 3.1492 -1.5037
C -0.0804 2.1405 1.6190
C 0.9564 1.1888 1.6423
C 1.2839 0.5715 2.8335
C 0.4858 0.8091 3.9628
C -0.6233 1.6591 3.9102
C -0.9017 2.3505 2.7227
H 3.1829 -0.7527 1.5021
H 5.6106 -0.9961 1.5852
H 7.0928 0.7833 0.6165
H 6.0619 2.8525 -0.3312
H 3.5956 3.1379 -0.2815
H -1.4931 4.4122 0.6669
H -0.7344 5.7375 -1.3453
H 1.2250 4.9506 -2.6570
H 2.3654 2.7848 -2.0878
H 2.1572 -0.0667 2.9208
H 0.7469 0.3215 4.8978
H -1.2326 1.8194 4.7957
H -1.7319 3.0468 2.6456
C -3.9843 -4.2674 -0.3980
C -2.5545 -3.7271 -0.2961
Si -2.2837 -2.0354 -1.0582
C -2.6399 -2.2773 -2.8797
C -2.0513 -3.4911 -3.6015
C -3.5294 -0.8445 -0.3665
C -3.3494 -0.5758 1.1240
C -0.5610 -1.3842 -0.6915
C 0.5786 -2.1785 -0.5534
C 1.6769 -1.3524 -0.4255
C 1.2193 0.0495 -0.6007
O -0.2288 -0.0834 -0.5135
H -4.0470 -5.2278 0.1259
H -4.7244 -3.5993 0.0570
H -4.2915 -4.4465 -1.4354
H -2.2397 -3.6764 0.7554
H -1.8624 -4.4222 -0.7933
H -3.7403 -2.3261 -2.9067
H -2.3548 -1.3488 -3.3930
H -2.4370 -3.5282 -4.6273
H -0.9594 -3.4380 -3.6644
H -2.3170 -4.4387 -3.1187
H -3.4505 0.0865 -0.9455
H -4.5138 -1.2891 -0.5820
H -4.1119 0.1358 1.4615
H -3.4494 -1.4922 1.7197
H -2.3648 -0.1373 1.3320
H 0.5287 -3.2542 -0.4686
H 2.7148 -1.6498 -0.3625
H 1.4357 0.3348 -1.6544



[2]
78
Properties=species:S:1:pos:R:3 method="wB97M-V/def2-TZVPD" spin_multiplicity=3 orbital_gap_ev="7.145 / 7.215" total_energy_ha=-4806.717675 lumo_energy_ha="-0.2976 / -0.3012" total_charge=+3
W -3.3660 1.0300 0.0776
C -2.0560 3.8492 1.7662
O -2.7593 2.5420 1.8206
C -2.9385 2.0630 3.1515
C -3.3022 0.6045 3.0529
O -4.2207 0.5056 1.8559
C -5.6076 0.8858 2.0478
C -6.2310 1.1297 0.6716
O -5.2974 1.9432 -0.0048
C -5.8160 2.8254 -1.0423
H -2.6420 4.7200 1.4370
H -1.2540 3.6964 1.0612
H -1.6042 4.0125 2.7185
H -3.7519 2.6553 3.5841
H -2.0504 2.1193 3.7080
H -3.8293 0.2147 3.9346
H -2.4350 -0.0375 2.8746
H -5.6185 1.7513 2.7208
H -6.0850 0.0579 2.5934
H -7.2330 1.4357 0.7066
H -6.2380 0.1806 0.1327
H -6.6361 3.3775 -0.6141
H -6.1250 2.2166 -1.8410
H -5.0127 3.5191 -1.3210
F 2.2313 -2.3651 1.7605
C 2.1801 -1.3480 0.8270
C 0.9560 -0.7438 0.6323
C 0.9024 0.3273 -0.2532
C -0.3555 0.9429 -0.4543
O -1.3908 0.5191 0.1821
C -0.3874 2.0749 -1.3416
C 0.7993 2.4781 -1.9407
N 1.9533 1.8104 -1.7570
C 3.1072 2.1853 -2.5712
C 3.5249 3.6715 -2.7674
C 4.3587 2.7864 -1.9243
C 2.0579 0.7052 -0.9806
C 3.2579 -0.0466 -0.9183
C 3.3340 -1.0267 0.0422
N 4.4379 -1.8328 0.2583
C 5.6798 -1.4410 -0.3127
C 6.8326 -1.8984 0.5597
N 6.7544 -3.4122 0.7499
C 5.3977 -3.8437 1.2994
C 4.3390 -3.3292 0.3300
C -1.5233 2.9997 -1.4782
O -1.3756 4.0576 -1.9900
O -2.7013 2.5195 -0.9466
H 0.1059 -1.1290 1.2463
H 0.8646 3.4031 -2.4795
H 3.1485 1.6192 -3.4525
H 3.0435 4.5012 -2.3367
H 3.8504 3.9489 -3.8117
H 4.3855 2.9741 -0.8419
H 5.2884 2.4065 -2.2797
H 4.0623 0.0835 -1.6574
H 5.7832 -0.3434 -0.5140
H 5.7981 -1.7947 -1.3457
H 6.9206 -1.3552 1.5214
H 7.8012 -1.7501 0.1179
H 7.5342 -3.7056 1.3012
H 6.9598 -3.8130 -0.1840
H 5.3426 -3.4407 2.2825
H 5.4006 -4.9507 1.3603
H 3.3175 -3.6189 0.6342
H 4.5871 -3.6624 -0.7396
F -2.1897 -6.1082 -0.4252
C -2.6052 -4.9096 -0.6702
C -3.1544 -4.5281 -1.9308
F -3.3606 -5.4613 -2.8518
C -3.5886 -3.2071 -2.1208
F -4.1276 -2.8226 -3.2866
C -3.3842 -2.2503 -1.1117
Se -4.1195 -0.5459 -1.5375
C -2.8297 -2.6490 0.0944
F -2.6411 -1.7611 1.0345
C -2.5098 -3.9348 0.3782
F -1.9444 -4.2830 1.5085



[3]
68
Properties=species:S:1:pos:R:3 method="wB97M-V/def2-TZVPD" spin_multiplicity=6 orbital_gap_ev="7.288 / 6.499" total_energy_ha=-3141.785553 lumo_energy_ha="-0.0070 / -0.0301"
C -0.8134 2.3839 0.7323
C -0.7788 2.4355 -0.6871
C -1.6638 1.4483 -1.1977
H -0.2438 3.1789 -1.2750
C -2.2346 0.7522 -0.0906
C -1.7048 1.3165 1.1106
H -3.0503 0.0315 -0.1238
C 2.4793 0.1403 0.2785
C 2.3585 1.3322 -0.4946
C 1.8405 0.9889 -1.7733
H 2.6909 2.3187 -0.1819
C 1.5671 -0.4113 -1.7936
C 2.0010 -0.9506 -0.5293
H -1.9903 1.3651 -2.2321
H -2.0747 1.0783 2.1005
H -0.3886 3.1398 1.3810
H 2.0657 -2.0106 -0.2840
H 1.7392 1.6537 -2.6331
H 3.0178 0.0142 1.2131
Fe 0.0567 0.0131 0.2431
C 1.0557 -1.2157 -2.9776
C 1.5254 -2.6774 -2.9135
C 1.5527 -0.6106 -4.2970
H 2.6085 -2.7185 -3.0798
H 1.0375 -3.2629 -3.7038
H 1.3034 -3.1477 -1.9492
H 2.6482 -0.6416 -4.3334
H 1.2298 0.4288 -4.4353
H 1.1746 -1.1984 -5.1443
C -0.5028 -1.1761 -2.9730
C -1.1258 -1.7743 -1.7605
H -0.8707 -1.7374 -3.8411
H -0.8449 -0.1307 -3.0982
O -0.7498 -1.3995 -0.5923
N -2.0562 -2.7566 -1.8668
C -3.5057 -2.5536 -2.1546
H -1.8980 -3.4876 -1.1695
C -3.7895 -1.2462 -2.8385
C -4.6296 -0.3049 -2.2363
H -5.0960 -0.5489 -1.2757
C -4.8480 0.9326 -2.8471
H -5.5069 1.6591 -2.3671
C -4.2384 1.2269 -4.0697
H -4.3801 2.2054 -4.5336
C -3.4595 0.2582 -4.7088
H -2.9969 0.4598 -5.6770
C -3.2900 -0.9983 -4.1190
H -2.7751 -1.8068 -4.6481
H -4.0417 -2.6033 -1.1968
H -3.8310 -3.4034 -2.7754
C 4.1092 0.5658 8.0311
C 3.3306 0.5879 6.7483
C 3.8915 1.1545 5.5973
C 3.1586 1.2548 4.4178
C 1.8537 0.7555 4.3797
C 1.2810 0.1645 5.5112
C 2.0277 0.0716 6.6812
S 0.8017 1.2177 3.0222
O -0.4171 1.6250 3.6812
O 1.5651 2.2112 2.2829
O 0.5724 -0.0209 2.1590
H 5.0530 0.0260 7.9032
H 4.3599 1.5774 8.3717
H 3.5335 0.0761 8.8186
H 4.9077 1.5526 5.6284
H 3.5615 1.7524 3.5398
H 0.2508 -0.1812 5.4733
H 1.5867 -0.3797 7.5729



[4]
74
Properties=species:S:1:pos:R:3 method="wB97M-V/def2-TZVPD" orbital_gap_ev=7.010 total_energy_ha=-3005.523709 lumo_energy_ha=-0.0408
Mg -0.4557 -0.7665 1.4340
C 5.0109 -1.3734 -0.9717
Si 4.1085 -2.9800 -0.7070
C 4.7257 -4.2162 -1.9772
C 4.4114 -3.6675 1.0030
C 2.2354 -2.8157 -0.9652
C 1.5934 -3.5939 -1.9154
C 0.2021 -3.6163 -2.0360
C -0.5226 -2.8409 -1.1651
N 0.0577 -2.0391 -0.2635
C 1.4073 -2.0033 -0.1531
S 1.9987 -0.8829 1.0435
H 6.0893 -1.5376 -0.8989
H 4.7390 -0.6335 -0.2206
H 4.8170 -0.9368 -1.9533
H 5.7863 -4.4096 -1.8000
H 4.6306 -3.8364 -2.9971
H 4.2084 -5.1761 -1.9175
H 5.4770 -3.8582 1.1500
H 3.8787 -4.6112 1.1394
H 4.0752 -2.9739 1.7742
H 2.1810 -4.2220 -2.5744
H -0.2958 -4.2397 -2.7645
H -1.6065 -2.8415 -1.1761
C -0.8579 3.6410 1.6872
C -1.8519 3.7429 2.6503
C -2.3078 2.6029 3.2820
C -1.7779 1.3567 2.9415
N -0.8437 1.2745 1.9769
C -0.3864 2.3803 1.3867
C -2.2131 0.0800 3.5815
C -2.9935 0.1232 4.7407
C -3.4222 -1.0501 5.3338
C -3.0710 -2.2690 4.7693
C -2.2794 -2.2984 3.6294
C -1.8184 -1.1386 2.9980
H -0.4621 4.5044 1.1725
H -2.2737 4.7069 2.9054
H -3.0867 2.6751 4.0248
H 0.3919 2.2378 0.6453
H -3.2614 1.0636 5.2053
H -4.0218 -1.0144 6.2345
H -3.4063 -3.1923 5.2270
H -2.0112 -3.2692 3.2235
C 2.2985 4.2007 3.4185
C 2.6552 3.8467 2.0021
C 3.2157 2.6136 1.6914
C 3.5658 2.2976 0.3867
C 3.3355 3.2179 -0.6232
C 2.7680 4.4559 -0.3385
C 2.4381 4.7615 0.9695
S 3.7559 2.8152 -2.2943
O 3.9461 4.0431 -3.0033
O 4.7562 1.7918 -2.2532
N 2.4207 2.1241 -2.9476
C 1.9621 0.8406 -2.4218
C 0.6054 0.4946 -3.0556
C -0.3865 1.5045 -2.5595
O -0.5424 2.6061 -2.9786
O -1.0415 1.1500 -1.3595
H 2.3267 3.3233 4.0634
H 1.2975 4.6314 3.4736
H 2.9971 4.9373 3.8199
H 3.3827 1.8854 2.4764
H 4.0194 1.3459 0.1513
H 2.6155 5.1724 -1.1348
H 2.0116 5.7313 1.2004
H 1.6980 2.8077 -3.1451
H 1.8744 0.8418 -1.3271
H 2.6870 0.0724 -2.6863
H 0.3194 -0.5194 -2.7762
H 0.6745 0.5789 -4.1393
O -2.2383 -0.3653 -0.4885
N -1.8755 0.0136 -1.5251